1.
The following is a DFT calculation (ωB97M-V with the def2-TZVPD basis set) of a molecular structure, C29H42MoN3O2SbSi3.

The value obtained for the orbital gap (alpha / beta) is 5.62 / 7.02 eV. The net charge is 0. For the largest force on an atom, the calculation gives 0.013 Eh/bohr. As for the energy above the lowest of the compared OMol25 structures with the same formula, charge and spin: 0.000 eV. The spin multiplicity is 3. The total energy comes out at -2621.9544 Ha.

XYZ file:
```
81
Properties=species:S:1:pos:R:3:forces:R:3:mulliken_charge:R:1
Mo 1.0710 -0.3824 1.2374 0.25 -0.62 -0.03 -0.779
O 0.0593 -3.6426 -1.8803 0.07 0.33 0.09 -0.370
C 0.2369 -4.7223 -1.0912 0.06 -0.15 0.13 0.072
C -0.0168 -5.9733 -1.6496 0.00 -0.02 0.05 -0.676
C 0.1455 -7.1172 -0.8936 0.00 -0.01 -0.03 -0.327
C 0.5669 -7.0343 0.4297 0.01 0.02 0.03 -0.814
C 0.8158 -5.7945 0.9850 -0.05 -0.03 -0.01 -0.561
C 0.6513 -4.6214 0.2466 -0.02 0.06 -0.07 0.500
C 0.9252 -3.3090 0.8761 0.14 -0.06 0.14 1.030
O 1.0705 -2.2468 0.0929 -0.48 0.10 0.19 -1.129
N 1.0714 -3.2452 2.1635 -0.02 0.07 -0.17 -1.041
N 1.3963 -1.9539 2.5246 0.08 0.00 -0.06 0.274
C 2.1018 -1.7535 3.6251 0.03 -0.13 0.09 -0.720
C 2.7200 -0.5031 3.7219 0.09 0.05 0.05 0.709
C 3.4831 -0.0587 4.8268 -0.02 -0.04 0.00 -1.084
C 4.0789 1.1649 4.7987 0.02 0.03 0.00 -0.170
C 3.9173 1.9848 3.6570 -0.01 -0.02 0.01 -0.973
C 3.1676 1.5139 2.6163 -0.01 0.08 -0.02 -0.029
N 2.5861 0.2975 2.6056 0.02 0.13 -0.24 0.097
H 0.3639 -2.8707 -1.3471 -0.02 -0.04 -0.12 0.287
H -0.3363 -6.0189 -2.6817 -0.01 0.01 -0.03 0.424
H -0.0514 -8.0834 -1.3407 0.00 -0.01 0.00 0.380
H 0.7030 -7.9311 1.0180 0.00 -0.01 0.01 0.388
H 1.1421 -5.7027 2.0112 0.00 0.00 0.02 0.457
H 2.2581 -2.5597 4.3298 0.01 0.00 0.00 0.409
H 3.5750 -0.7091 5.6858 0.00 -0.02 0.01 0.411
H 4.6644 1.5082 5.6403 0.01 0.01 0.01 0.418
H 4.3698 2.9624 3.5941 0.01 0.03 0.00 0.419
H 3.0112 2.1198 1.7307 0.00 -0.02 0.03 0.307
C -3.9887 -0.0837 -2.5569 0.02 0.00 0.00 -1.087
Si -2.2475 -0.2168 -3.2283 -0.04 0.02 0.04 0.477
C -2.0327 0.9631 -4.6649 -0.04 0.06 0.04 -0.921
C -1.9045 -1.9482 -3.8178 -0.03 0.03 -0.03 -1.026
Sb -0.7331 0.3975 -1.2477 0.32 0.10 -0.01 -0.628
Si 1.4969 0.7545 -2.4365 0.02 0.08 0.02 0.579
C 2.0646 -0.8644 -3.1752 -0.01 0.01 0.01 -0.931
C 1.5349 2.1094 -3.7315 0.00 -0.03 -0.01 -1.112
C 2.7320 1.2501 -1.0948 0.04 0.01 0.08 0.070
Si -1.3471 2.8367 -0.8055 -0.09 0.00 -0.01 0.652
C 0.1796 3.6800 -0.1202 0.00 0.00 0.01 -0.480
C -1.9231 3.7781 -2.3218 -0.01 0.00 0.01 -1.154
C -2.7474 2.8393 0.4340 0.00 -0.02 -0.02 -0.692
H -4.7098 -0.3406 -3.3356 -0.04 -0.01 -0.03 0.394
H -4.2102 0.9281 -2.2140 0.00 0.04 0.01 0.265
H -4.1379 -0.7643 -1.7183 -0.01 -0.02 0.03 0.328
H -2.6739 0.6266 -5.4840 -0.03 0.00 -0.03 0.421
H -1.0071 0.9692 -5.0300 0.05 -0.01 -0.03 0.188
H -2.3119 1.9872 -4.4133 0.03 -0.06 -0.02 0.244
H -2.6713 -2.2138 -4.5517 0.00 -0.02 -0.01 0.421
H -1.9224 -2.6769 -3.0120 -0.01 -0.06 0.06 0.235
H -0.9331 -2.0287 -4.3053 0.04 0.00 -0.01 0.301
H 1.3424 -1.2863 -3.8745 -0.02 0.00 -0.02 0.211
H 2.2395 -1.6029 -2.3919 -0.01 -0.05 0.03 0.141
H 3.0045 -0.7076 -3.7103 0.03 -0.01 -0.02 0.417
H 1.0267 1.8010 -4.6438 -0.03 0.01 -0.05 0.325
H 2.5704 2.3425 -3.9906 0.04 0.00 -0.01 0.442
H 1.0629 3.0253 -3.3767 -0.01 0.04 0.03 0.216
H 2.5289 0.8378 -0.0913 0.10 0.04 -0.17 -0.666
H 2.7660 2.3330 -0.9642 -0.02 0.02 -0.01 0.369
H 3.7358 0.9067 -1.3581 0.01 0.02 -0.01 0.579
H 0.9001 3.8851 -0.9142 0.02 0.00 -0.01 0.319
H 0.6655 3.0646 0.6390 0.00 -0.02 0.03 -0.293
H -0.0972 4.6334 0.3367 0.00 0.02 0.01 0.474
H -1.1991 3.7575 -3.1360 0.03 0.00 -0.02 0.309
H -2.0881 4.8219 -2.0421 -0.01 0.04 0.00 0.414
H -2.8697 3.3853 -2.6965 -0.01 0.00 0.00 0.261
H -2.5294 2.2263 1.3083 -0.04 0.06 -0.08 0.020
H -3.6581 2.4562 -0.0305 -0.04 -0.02 -0.01 0.350
H -2.9491 3.8577 0.7750 -0.01 0.04 0.01 0.322
C -0.0976 0.5189 2.1368 -0.40 0.22 -0.07 0.739
C -1.0233 1.2305 2.9826 -0.04 -0.23 0.14 0.205
C -0.7486 2.5454 3.3701 0.05 -0.01 0.04 0.275
C -1.6326 3.2349 4.1821 -0.01 0.02 -0.01 -0.858
C -2.7998 2.6239 4.6208 -0.01 0.00 -0.01 -0.379
C -3.0778 1.3153 4.2471 -0.04 0.01 0.00 -0.696
C -2.1986 0.6214 3.4337 0.01 -0.02 0.00 0.023
H 0.1653 3.0161 3.0314 0.02 0.00 -0.01 0.377
H -1.4102 4.2524 4.4768 0.00 0.01 0.00 0.400
H -3.4895 3.1648 5.2552 -0.01 0.01 0.00 0.408
H -3.9849 0.8355 4.5909 -0.01 0.00 0.00 0.391
H -2.4083 -0.3969 3.1329 0.00 -0.01 0.00 0.457
```
Forces are in eV/Å.

---

2.
The following is a DFT calculation (ωB97M-V with the def2-TZVPD basis set) of 2 unconnected molecules or ions with the total composition C13H31FNO6P in a non-equilibrium geometry.

The value obtained for the orbital gap is 5.92 eV. The net charge is 0. For the largest force on an atom, the calculation gives 0.060 Eh/bohr. The spin multiplicity is 1. The total energy comes out at -1461.1914 Ha.

XYZ file:
```
53
Properties=species:S:1:pos:R:3:forces:R:3:mulliken_charge:R:1
C 4.7586 1.1206 -1.2222 -0.06 -0.22 0.06 -0.838
C 5.1551 -0.2094 -1.8073 -1.17 1.10 1.87 0.726
O 5.9200 -0.2995 -2.6852 1.98 -0.56 -2.30 -0.527
O 4.5433 -1.2654 -1.2340 -0.56 -0.27 0.02 -0.358
C 3.3731 -1.6492 -2.0298 0.62 -0.57 0.34 -0.385
C 2.7644 -2.8676 -1.3742 -0.60 0.88 0.31 -1.158
C 1.2389 -2.7467 -1.1434 0.25 -1.60 -0.70 1.150
O 0.9581 -3.4869 0.0473 -0.20 -0.15 0.64 -0.623
C 0.5359 -3.5181 -2.3064 0.11 1.01 0.64 -1.153
O -0.7506 -2.9910 -2.3898 0.20 -0.03 0.23 -0.554
P -0.5830 -1.2780 -2.2585 -0.42 1.00 -1.19 -0.025
C -1.9699 -1.1099 -0.9561 -0.32 -0.36 0.26 -1.235
C -2.9708 -0.1221 -1.4795 0.64 -0.92 0.01 0.844
C -4.1364 -0.7655 -2.1961 -0.29 0.66 0.13 -1.362
F -3.4656 0.6427 -0.3764 -0.36 0.82 0.71 -0.405
O 0.7169 -1.4964 -1.0816 0.08 -0.06 0.53 -0.438
H 3.6778 1.1690 -1.2523 -0.31 0.21 0.13 0.238
H 5.2008 1.9203 -1.7903 0.08 0.25 -0.29 0.322
H 5.0895 1.2129 -0.1962 -0.03 -0.16 0.33 0.283
H 3.7332 -1.8958 -3.0185 0.04 0.14 -0.40 0.261
H 2.6829 -0.8140 -2.0636 -0.21 0.10 -0.01 0.353
H 2.9418 -3.7474 -1.9728 0.11 -0.37 -0.15 0.291
H 3.2214 -3.0307 -0.4122 0.28 0.06 0.31 0.372
H 0.5689 -2.8917 0.6994 0.06 0.10 -0.35 0.356
H 0.5655 -4.5697 -2.0597 -0.21 -0.35 -0.08 0.389
H 1.0862 -3.3075 -3.2239 0.16 -0.22 -0.29 0.483
H -1.6064 -1.1132 -3.2779 0.09 0.27 0.07 0.045
H -0.3487 0.1608 -2.0959 -0.29 -0.04 -0.03 -0.006
H 0.4351 -1.2543 -3.3009 -0.04 -0.27 0.08 0.084
H -2.5150 -2.0350 -0.8029 0.24 -0.45 0.13 0.457
H -1.5919 -0.7939 0.0161 0.29 0.21 0.05 0.068
H -2.4522 0.5651 -2.1361 -0.01 0.58 0.00 0.256
H -4.2339 -0.3122 -3.1721 -0.09 -0.24 -0.44 0.299
H -4.0391 -1.8379 -2.2493 0.15 -0.26 -0.26 0.328
H -5.0605 -0.5496 -1.6706 -0.19 0.06 0.25 0.439
C -0.7374 2.7358 1.7182 -0.10 -0.11 -0.21 -1.407
C -1.9804 3.0111 2.5522 0.58 0.19 -0.25 0.240
C -1.6905 3.3817 4.0058 -0.54 -0.25 0.25 -0.614
O -1.3128 2.2313 4.7381 0.24 0.27 -0.03 -0.425
C 0.0958 2.0451 4.9228 -0.01 -0.28 -0.01 -0.637
N -2.8029 1.7578 2.5918 -0.24 -0.26 0.16 -0.147
H -0.2351 1.8164 2.0219 0.02 0.03 0.07 0.305
H -0.9953 2.6291 0.6633 0.01 -0.04 0.01 0.439
H -0.0310 3.5590 1.8068 -0.03 0.02 0.04 0.368
H -2.5843 3.7809 2.0722 -0.05 0.00 0.07 0.332
H -2.6117 3.7499 4.4695 0.03 0.01 0.02 0.376
H -0.9529 4.1815 4.0745 0.09 -0.04 -0.14 0.426
H 0.6325 2.9939 4.9177 -0.06 0.04 -0.02 0.314
H 0.4973 1.3904 4.1478 0.09 0.08 -0.02 0.280
H 0.2412 1.5625 5.8866 -0.07 0.02 0.01 0.242
H -2.8642 1.2950 1.6791 -0.08 -0.09 -0.39 0.121
H -3.7488 1.9260 2.9375 -0.02 0.03 -0.14 0.390
H -2.3625 1.1197 3.2671 0.10 0.05 -0.05 0.421
```
Forces are in eV/Å.

---

3.
The following is a DFT calculation (ωB97M-V with the def2-TZVPD basis set) of a single C4H10O2 molecule.

The value obtained for the orbital gap is 10.98 eV. The net charge is 0. For the largest force on an atom, the calculation gives 0.012 Eh/bohr. The structure (SMILES) is COC[C@@H](C)O. As for the energy above the lowest of the compared OMol25 structures with the same formula, charge and spin: 1.193 eV. The spin multiplicity is 1. The total energy comes out at -308.8543 Ha.

XYZ file:
```
16
Properties=species:S:1:pos:R:3:forces:R:3:mulliken_charge:R:1
C -0.2503 -0.5094 2.3738 -0.14 0.05 0.15 -0.686
O 0.1511 -1.0178 1.1126 -0.11 -0.11 -0.12 -0.426
C -0.5139 -0.5043 -0.0444 -0.11 0.03 0.04 -0.617
C 0.5624 -0.0293 -1.0249 -0.36 -0.12 -0.17 0.516
C -0.0552 0.8891 -2.0710 0.04 0.03 0.02 -1.327
O 1.5322 0.6318 -0.2465 0.10 0.02 0.08 -0.581
H -0.5864 0.5336 2.3065 0.03 -0.15 -0.07 0.335
H -1.0502 -1.1188 2.8097 0.01 0.08 -0.09 0.277
H 0.6102 -0.5396 3.0531 -0.12 -0.09 -0.24 0.246
H -1.1231 0.3659 0.2342 0.02 -0.13 0.03 0.317
H -1.1591 -1.2590 -0.5130 0.08 0.01 0.26 0.337
H 1.0171 -0.8936 -1.5414 -0.09 0.10 0.18 0.187
H 0.7119 1.3027 -2.7301 -0.04 -0.07 0.09 0.336
H -0.5865 1.7224 -1.5972 0.14 -0.11 -0.02 0.360
H -0.7726 0.3355 -2.6912 0.15 0.06 0.13 0.340
H 1.5124 0.0907 0.5698 0.39 0.40 -0.27 0.385
```
Forces are in eV/Å.

---

Question: Which of these has the lowest total energy?
Answer: C29H42MoN3O2SbSi3

---

Question: Which of these has the lowest largest force on an atom?
Answer: C4H10O2